Record 1
A structure of composition C37H37AgN3O6S3. Source: the Open Molecules 2025 dataset; level of theory: ωB97M-V with the def2-TZVPD basis set.

## Properties
**Strongest force on any atom**: 0.0139 Eh/bohr
**E_HOMO**: -4.4 eV
**Kohn-Sham gap**: 6.6 eV
**Energy relative to the best compared isomer or geometry (same formula, charge and spin)**: 33.6 kJ/mol
**Electronic energy**: -92230.827 eV

ORCA input file:
```
! RIJCOSX wB97M-V def2-TZVPD def2/J DEFGRID3
* xyz -1 1
Ag 0.372 -0.274 0.168
C 1.600 1.517 4.447
C 0.782 1.015 3.290
N 1.217 0.185 2.421
N 2.424 -0.409 2.642
C 3.013 -0.781 1.504
O 2.765 -0.395 0.343
C 4.141 -1.780 1.679
C 4.750 -2.280 0.536
C 5.760 -3.232 0.632
C 6.174 -3.687 1.877
C 5.568 -3.187 3.025
C 4.553 -2.242 2.926
C -0.632 1.462 3.141
C -1.204 2.333 4.071
C -2.530 2.710 3.923
C -3.266 2.200 2.867
C -2.620 1.321 2.004
N -1.349 0.971 2.128
H 2.622 1.168 4.336
H 1.215 1.154 5.408
H 1.595 2.611 4.487
H 4.403 -1.915 -0.422
H 6.222 -3.623 -0.268
H 6.961 -4.430 1.954
H 5.883 -3.540 4.000
H 4.061 -1.847 3.807
H -0.624 2.697 4.907
H -2.984 3.391 4.634
H -4.302 2.468 2.710
H -3.153 0.857 1.174
O 0.908 -0.108 -2.335
S 1.173 -0.816 -3.619
C 1.466 0.505 -4.804
C 0.353 1.539 -4.983
C -0.218 2.196 -3.716
C 0.803 3.027 -2.948
S 0.367 3.478 -1.247
O 0.387 2.234 -0.434
C -1.366 3.797 -1.507
C -1.807 5.041 -1.934
C -3.169 5.244 -2.129
C -4.064 4.210 -1.881
C -3.606 2.975 -1.436
C -2.248 2.760 -1.242
C -0.389 -1.397 -4.253
C -0.430 -2.000 -5.505
C -1.640 -2.475 -5.986
C -2.788 -2.371 -5.203
C -2.720 -1.802 -3.938
C -1.513 -1.308 -3.452
H 1.708 0.017 -5.753
H 2.388 0.953 -4.422
H -0.475 1.075 -5.523
H 0.752 2.319 -5.642
H -0.617 1.433 -3.052
H -1.051 2.834 -4.018
H 1.028 3.975 -3.449
H 1.738 2.484 -2.781
H -1.097 5.844 -2.107
H -3.531 6.211 -2.459
H -5.126 4.372 -2.025
H -4.306 2.172 -1.236
H -1.863 1.808 -0.879
H 0.474 -2.108 -6.096
H -1.685 -2.944 -6.961
H -3.728 -2.760 -5.573
H -3.600 -1.760 -3.307
H -1.432 -0.907 -2.443
C 0.123 -2.517 5.622
C -0.330 -2.550 4.183
C 0.485 -3.098 3.202
C 0.119 -3.055 1.864
C -1.079 -2.456 1.500
C -1.927 -1.934 2.471
C -1.548 -1.985 3.801
S -1.496 -2.321 -0.220
O -2.568 -3.269 -0.450
O -1.938 -0.918 -0.407
O -0.249 -2.610 -0.927
H 0.744 -3.382 5.862
H -0.726 -2.505 6.307
H 0.720 -1.621 5.821
H 1.445 -3.525 3.477
H 0.779 -3.430 1.091
H -2.854 -1.458 2.172
H -2.193 -1.550 4.558
*
```

Record 2
A structure of composition C25H29AsBrFeN4O3S at a distorted geometry. Source: the Open Molecules 2025 dataset; level of theory: ωB97M-V with the def2-TZVPD basis set.

## Properties
**Strongest force on any atom**: 0.0637 Eh/bohr
**E_HOMO (alpha / beta)**: -9.9 / -9.9 eV
**Kohn-Sham gap (alpha / beta)**: 5.6 / 5.6 eV
**Energy relative to the best compared isomer or geometry (same formula, charge and spin)**: 160.8 kJ/mol
**Electronic energy**: -214595.247 eV

ORCA input file:
```
! RIJCOSX wB97M-V def2-TZVPD def2/J DEFGRID3
* xyz 1 1
Fe -0.666 0.307 0.384
Br -4.379 -5.175 1.861
C -3.422 -3.530 1.728
C -3.978 -2.436 2.429
C -3.419 -1.191 2.638
C -2.398 -0.633 1.849
O -1.574 0.280 2.182
C -1.439 -2.437 0.836
C -0.065 -2.297 1.025
N 0.509 -1.118 0.847
C 1.877 -1.037 1.137
C 2.720 -2.118 0.911
C 4.029 -2.157 1.397
C 4.517 -1.121 2.142
C 3.741 0.043 2.306
C 4.228 1.142 3.037
C 3.483 2.292 3.141
C 2.292 2.374 2.454
N 1.795 1.338 1.764
C 2.445 0.123 1.728
C -2.159 -3.595 1.187
H -4.870 -2.664 3.001
H -3.765 -0.602 3.480
H 0.513 -3.131 1.416
H 2.337 -2.958 0.348
H 4.644 -3.026 1.204
H 5.497 -1.167 2.598
H 5.200 1.072 3.510
H 3.838 3.141 3.706
H 1.692 3.271 2.388
H -1.677 -4.565 1.120
O 0.363 2.765 0.731
C 0.617 1.598 0.920
S -3.300 -1.115 -0.740
C -2.166 -1.199 0.478
N -3.289 3.544 -0.444
C -2.661 2.627 0.322
N -2.713 2.793 1.655
O -2.098 1.657 -0.222
H -3.805 4.307 -0.049
H -3.295 3.420 -1.439
H -3.093 3.623 2.070
H -2.229 2.120 2.229
C 2.375 1.610 -2.545
C 1.865 0.189 -2.323
As -0.036 0.017 -1.829
C -0.994 0.980 -3.242
C -0.936 2.503 -3.128
C -0.222 -1.867 -2.392
C -0.499 -2.069 -3.879
H 3.455 1.602 -2.695
H 2.153 2.255 -1.692
H 1.925 2.051 -3.432
H 2.421 -0.288 -1.511
H 2.016 -0.417 -3.218
H -2.025 0.628 -3.172
H -0.591 0.653 -4.200
H -1.155 2.826 -2.113
H -1.659 2.955 -3.809
H 0.048 2.888 -3.387
H -1.015 -2.329 -1.809
H 0.717 -2.355 -2.115
H -1.508 -1.744 -4.132
H -0.418 -3.126 -4.132
H 0.206 -1.525 -4.509
*
```